Record 1
16
Properties=species:S:1:pos:R:3:forces:R:3 method="wB97M-V/def2-TZVPD" orbital_gap_ha=0.285 homo_ev=-7.9 multiplicity=1 lumo_ev=-0.1760
C -0.077138 0.239115 -0.334407 0.763 -2.040 -4.235
C -0.816235 0.137671 -2.551054 0.917 -0.827 -0.006
C -0.949567 0.757635 1.884814 0.558 0.478 -3.813
C 1.256552 -0.359082 1.497103 -0.273 2.851 2.687
N -0.876096 0.544775 -1.213248 -0.767 1.011 0.444
N 0.241694 -0.750484 -2.729193 0.085 1.246 1.245
N 0.143424 0.342487 0.902239 0.292 0.159 4.649
O -1.567903 0.479816 -3.421723 -0.173 -0.036 0.083
S 1.398556 -1.178860 -1.561054 -1.452 1.468 1.478
H -0.681707 1.413995 2.678919 0.715 0.369 0.306
H -1.579085 1.217644 1.140837 -0.954 0.746 0.541
H -1.429707 -0.114351 2.179818 -0.749 -1.588 0.988
H 1.321297 -1.346169 1.266569 -0.366 -3.061 -0.364
H 2.118275 0.080819 1.141791 2.115 0.916 -0.961
H 1.304306 -0.111309 2.604000 -0.432 -0.736 -1.267
H 0.193336 -1.353702 -3.485410 -0.278 -0.954 -1.773


Record 2
15
Properties=species:S:1:pos:R:3:forces:R:3 method="wB97M-V/def2-TZVPD" orbital_gap_ha=0.330 homo_ev=-9.1 multiplicity=1 lumo_ev=-0.1636
C 0.749647 -0.169470 -0.508679 -1.291 0.420 -1.764
C 1.138355 -1.164836 0.585183 -0.790 2.233 -2.390
C 1.241095 -2.019734 1.405810 1.230 -1.588 1.259
C -0.875539 -0.097045 -0.637229 0.349 -2.235 -1.218
H 1.575547 1.620286 -1.876164 -1.162 -1.281 5.207
H 0.505602 2.138328 0.174270 3.157 -3.618 -2.703
H 1.043949 -0.494692 -1.595048 -0.314 -0.196 2.440
H 1.600705 -2.790475 2.093869 -0.657 0.744 -0.575
H -0.721676 -0.998400 -2.302993 -1.429 0.306 0.841
H -2.604250 0.639011 0.150980 2.034 -0.475 0.999
H -0.922341 1.855570 2.164377 -0.022 -0.889 0.051
N 1.401699 1.194054 -0.448664 -1.992 3.587 -1.696
N -1.503957 -0.698714 -1.649981 2.759 1.838 1.882
N -1.575192 0.502536 0.422461 -1.643 -0.107 -2.375
S -1.053644 0.483581 2.021809 -0.231 1.261 0.041


Record 3
15
Properties=species:S:1:pos:R:3:forces:R:3 method="wB97M-V/def2-TZVPD" orbital_gap_ha="0.292 / 0.292" homo_ev="-8.1 / -8.1" multiplicity=1 lumo_ev="-0.1490 / -0.1492"
C -2.306893 -0.272363 0.820667 0.584 -2.130 0.604
C -1.413316 -1.362176 1.321014 -0.392 5.115 -2.241
C 2.036855 0.061979 -0.122951 -1.000 -0.734 3.979
C 0.721682 0.460954 -0.588463 -0.473 -0.850 -6.823
N -1.627910 0.441953 -0.001147 1.628 0.525 -0.963
N -0.200478 -1.086535 0.896887 -1.756 -0.454 -1.266
N -0.411840 -0.097294 0.001847 1.700 0.442 1.506
S 0.692684 2.111979 -1.182214 0.491 1.316 1.015
H -3.301876 0.100863 0.901541 -0.781 -0.788 0.701
H -1.553602 -2.141368 1.913458 -0.907 -3.051 2.701
H 2.104097 0.759278 0.773825 0.619 -1.074 -0.281
H 2.931003 0.133049 -0.645362 0.912 0.769 -1.806
H 1.975422 -0.988479 0.211255 0.137 0.655 0.226
H 0.704426 -0.154283 -2.334399 -0.052 0.372 3.054
H -0.350254 2.032442 -1.965960 -0.710 -0.114 -0.405


Record 4
15
Properties=species:S:1:pos:R:3:forces:R:3 method="wB97M-V/def2-TZVPD" orbital_gap_ha=0.347 homo_ev=-8.8 multiplicity=1 lumo_ev=0.6347
C -1.345013 -1.399087 -0.003617 0.208 2.272 -0.211
C -0.309338 -0.446012 0.130632 5.431 -2.541 1.664
C -0.785385 0.816784 0.123156 -0.279 1.243 -1.382
C 1.550973 -0.998624 0.437296 -5.680 0.491 -0.631
N -2.469019 -0.696665 -0.202851 -0.151 0.876 0.251
N -2.111906 0.670778 -0.076711 -0.142 -2.603 -0.208
N -0.159429 2.120860 0.104926 0.715 -1.345 0.414
S 2.579749 0.262743 -0.213477 1.250 -0.690 -0.933
H -1.182880 -2.496200 0.000891 -0.866 0.988 -0.091
H 1.553123 -1.137296 1.529992 0.348 -0.200 -0.742
H 1.399754 -1.891509 -0.209261 0.851 0.534 0.870
H -2.738079 1.399034 -0.361198 -0.396 -0.102 0.053
H 0.714303 1.930521 0.666455 -1.034 1.095 -1.305
H 0.043157 2.461583 -0.877291 -0.020 -0.848 1.723
H 3.259988 -0.596906 -1.048945 -0.236 0.830 0.528


Record 5
15
Properties=species:S:1:pos:R:3:forces:R:3 method="wB97M-V/def2-TZVPD" orbital_gap_ha=0.354 homo_ev=-9.1 smiles="[H]/N=C1/N/C(=N/[H])CCS1" multiplicity=1 lumo_ev=0.5498
H -1.095189 0.261110 -3.413606 -0.083 0.675 1.050
N -1.220179 0.853407 -2.558726 0.851 -1.069 -0.479
C -0.574140 0.394881 -1.554886 -0.431 -0.519 -0.180
N -0.649668 1.114876 -0.370973 0.463 -0.481 -0.156
C -0.159873 0.794625 0.887526 -0.420 -0.226 1.035
N -0.140603 1.730577 1.772452 0.356 -0.660 -1.440
H 0.321673 1.428616 2.613350 -0.175 -0.327 0.460
C 0.126817 -0.722477 1.140630 -0.116 0.556 0.136
C 1.007924 -1.330418 0.052975 1.216 0.504 0.460
S 0.350037 -1.176362 -1.579542 -1.210 0.746 -1.055
H -0.960459 2.060994 -0.537065 -0.052 0.130 0.320
H -0.857979 -1.290451 1.206387 1.166 0.823 -0.102
H 0.679293 -0.827447 2.103048 -0.616 0.194 -0.544
H 2.042008 -0.896652 0.008688 -0.917 -0.206 0.515
H 1.130337 -2.395280 0.229742 -0.031 -0.138 -0.021


Record 6
15
Properties=species:S:1:pos:R:3:forces:R:3 method="wB97M-V/def2-TZVPD" orbital_gap_ha=0.339 homo_ev=-8.3 multiplicity=1 lumo_ev=0.9412
N 2.471052 -0.853889 -0.275737 0.120 4.268 2.884
N 1.170106 -1.092155 0.360923 -1.211 1.608 -1.178
C 0.281645 -0.137902 0.148323 1.116 -4.958 3.702
N 0.445505 1.074944 -0.332938 1.434 0.418 -1.225
C -0.798874 1.682981 -0.301228 1.023 2.716 -3.068
C -1.738620 0.986142 0.227186 -4.000 1.437 2.382
C -1.155587 -0.298763 0.660777 -0.456 -1.109 0.720
S -2.036396 -1.595449 -0.360150 2.639 -1.106 0.104
H 3.145498 -0.251152 0.484078 -2.426 -1.984 -2.549
H 2.848020 -1.741841 -0.241042 1.230 -2.150 -0.027
H 1.057920 0.918961 -1.125301 0.260 1.409 -0.537
H -0.915786 2.582073 -0.876961 0.035 0.533 0.316
H -2.770805 1.541277 0.467682 2.307 -2.055 -0.606
H -1.220360 -0.487466 1.775658 0.110 -0.081 -1.390
H -0.783318 -2.327766 -0.611273 -2.182 1.054 0.472


Record 7
15
Properties=species:S:1:pos:R:3:forces:R:3 method="wB97M-V/def2-TZVPD" orbital_gap_ha=0.314 homo_ev=-7.9 smiles=CNc1nc(S)c[nH]1 multiplicity=1 lumo_ev=0.6954
C -0.014082 2.101384 2.636383 0.054 -0.502 -0.171
N -0.008270 2.050002 1.199652 1.337 1.191 -0.871
C -0.074894 0.826858 0.575935 -0.463 -1.297 -0.753
N 0.451201 0.502728 -0.585662 0.197 0.683 0.496
C 0.024749 -0.775060 -0.852297 0.256 -0.028 -0.410
S 0.588701 -1.718329 -2.223630 0.185 -0.294 0.186
C -0.753549 -1.245170 0.141173 -0.660 -0.367 0.422
N -0.829283 -0.229994 1.069686 0.840 1.486 -0.026
H 0.262832 3.095816 2.900301 -0.011 0.714 0.477
H -0.999520 1.883060 3.008344 -0.426 -0.025 0.401
H 0.709971 1.419402 3.067291 0.155 -0.286 0.322
H 0.766738 2.659133 0.844181 -1.202 -1.212 -0.050
H 0.138513 -0.942739 -3.206328 -0.163 0.261 -0.099
H -1.274926 -2.173989 0.294371 0.096 -0.023 -0.132
H -1.411704 -0.154656 1.877024 -0.196 -0.302 0.207


Record 8
16
Properties=species:S:1:pos:R:3:forces:R:3 method="wB97M-V/def2-TZVPD" orbital_gap_ha=0.289 homo_ev=-8.0 smiles="[H]/N=c1/cnn(C)n1N=C" multiplicity=1 lumo_ev=-0.1019
H 1.056296 -2.958177 -0.272790 -1.962 0.127 1.185
N 0.090794 -2.918175 0.224149 1.549 0.969 -2.073
C -0.340955 -1.697491 0.258014 2.565 -2.253 0.646
C -1.514120 -1.292121 0.919011 -0.714 2.017 2.078
N -1.398283 0.033355 1.102261 -4.286 -2.458 0.521
N -0.537388 0.528473 0.289652 2.245 3.197 -0.709
C -0.028897 1.942840 0.690634 1.416 -3.125 0.568
N 0.401916 -0.479401 0.076548 0.746 -2.207 -1.014
N 1.423377 -0.464264 -0.899555 -2.518 5.383 -3.089
C 1.103865 0.552954 -1.778604 -1.555 -1.016 1.160
H -2.244680 -1.995827 1.436158 1.121 1.508 -0.770
H 0.560546 1.750464 1.632731 -1.118 0.843 -0.527
H 0.693002 2.365547 -0.003177 -0.193 -0.389 -0.418
H -0.918811 2.517003 0.673536 -0.616 0.639 0.730
H -0.136788 1.043212 -1.797239 4.125 -1.557 0.236
H 1.790125 1.071607 -2.551330 -0.805 -1.678 1.475


Record 9
17
Properties=species:S:1:pos:R:3:forces:R:3 method="wB97M-V/def2-TZVPD" orbital_gap_ha="0.298 / 0.298" homo_ev="-18.4 / -18.4" charge=+2 multiplicity=1 lumo_ev="-10.2575 / -10.2575"
N -0.338002 2.114369 0.810175 1.232 4.026 1.888
N -0.911509 1.115772 0.083734 -1.293 -2.640 0.435
C -0.985810 1.178914 -1.171397 1.511 0.100 -0.531
N -1.431388 0.201226 -1.990173 -1.567 -0.791 -0.992
C -1.306003 -1.027229 -2.220215 -0.346 -0.121 -1.027
C -0.484063 -1.748859 -1.284808 3.594 -0.253 3.469
N 0.320025 -1.893421 -0.434117 -4.515 1.331 -4.709
C 1.096503 -1.796225 0.616887 0.563 1.471 2.513
N 1.189876 -0.720115 1.338701 -0.645 -0.335 -2.529
O 1.942631 -0.768753 2.367949 0.964 0.793 2.125
H 0.527151 1.726910 1.440796 -2.031 0.953 -2.196
H -1.008252 2.527209 1.575293 0.973 -1.123 -1.580
H -0.126582 3.003859 0.169941 0.324 -1.895 1.785
H -0.597887 1.940762 -1.836884 0.272 0.898 0.310
H -1.684118 -1.581199 -3.111615 -0.160 0.688 0.808
H 1.377736 -2.682737 1.016581 1.540 -2.861 0.881
H 2.419691 -1.590482 2.629153 -0.417 -0.240 -0.650


Record 10
18
Properties=species:S:1:pos:R:3:forces:R:3 method="wB97M-V/def2-TZVPD" orbital_gap_ha=0.376 homo_ev=-10.8 smiles="CC(C)c1nnnn1[N+](=O)[O-]" multiplicity=1 lumo_ev=-0.5934
C 1.375954 0.198306 -0.069833 -1.586 -3.190 4.180
C -0.170436 0.374588 -0.397720 1.370 -0.431 -0.043
C -1.163927 -0.372883 0.493016 -1.438 -1.105 0.552
C -0.496557 1.778511 -0.152137 -0.590 0.831 -2.712
N -0.493508 2.471973 0.909563 -0.252 1.025 1.194
N -0.924181 3.757303 0.566045 1.081 -0.335 2.266
N -1.131213 3.844171 -0.642895 -0.738 -0.536 -1.395
N -0.950215 2.616154 -1.181666 -0.261 1.595 -0.670
N -1.314081 2.822564 -2.788264 -1.636 2.144 3.278
O -0.684762 2.193777 -3.514886 1.117 -1.528 -1.710
O -2.140149 3.686002 -2.885505 1.083 -1.610 -0.449
H 1.633033 0.620117 0.992400 -0.738 -0.763 -1.845
H 2.014459 0.674837 -0.712495 1.293 1.176 -1.962
H 1.658079 -0.951452 -0.008749 -0.612 2.337 -0.318
H -0.267619 0.274264 -1.469219 -0.279 -0.667 -0.295
H -1.312808 -1.474770 0.590398 1.196 0.522 -0.806
H -2.248571 -0.086703 0.406966 1.146 0.480 -0.351
H -0.847644 -0.041474 1.456655 -0.156 0.055 1.085


Record 11
22
Properties=species:S:1:pos:R:3:forces:R:3 method="wB97M-V/def2-TZVPD" orbital_gap_ha="0.285 / 0.285" homo_ev="-13.2 / -13.2" smiles="NC1=C([N+](=O)[O-])[NH+]=C([N+](=O)[O-])[C@H](N)N1O" charge=+1 multiplicity=1 lumo_ev="-5.4265 / -5.4273"
N -2.166005 -0.760412 1.476097 -1.302 0.972 -0.234
C -1.324032 -0.331140 0.550924 3.058 -3.524 -1.126
C -0.237284 -1.494451 -0.005284 -3.495 3.664 1.793
N -0.462747 -2.882751 0.296811 -1.056 5.875 0.044
O -1.509551 -3.040546 0.858854 -1.442 -2.769 0.790
O 0.370167 -3.597579 -0.028882 3.251 -4.453 -1.125
N 0.844271 -1.019815 -0.562873 3.234 -1.644 -2.017
C 1.163300 0.175292 -0.964691 -1.048 0.029 0.883
N 2.510262 0.275460 -1.577413 -1.515 1.202 1.274
O 2.822027 1.408434 -1.833272 0.509 -0.238 -0.595
O 3.150423 -0.747153 -1.679655 0.013 -0.456 -0.161
C 0.327281 1.363726 -0.516253 -0.024 1.391 -1.077
N 0.980148 2.136535 0.419097 0.530 0.350 1.302
N -1.075854 0.873723 0.016095 -0.716 0.167 1.162
O -1.758542 1.965465 0.680364 -0.337 -0.276 -2.866
H -2.357764 -1.792394 1.592956 0.901 1.541 -0.471
H -2.909254 -0.159376 1.837882 0.573 0.211 -0.229
H 1.743367 -1.650269 -0.893691 -2.049 0.719 0.784
H 0.115694 2.061906 -1.347741 -0.297 -0.778 0.033
H 0.765795 3.153386 0.537516 0.178 -1.732 -0.113
H 1.199188 1.588318 1.252884 0.152 0.972 -0.035
H -2.190889 2.473643 -0.109724 0.883 -1.224 1.984


Record 12
13
Properties=species:S:1:pos:R:3:forces:R:3 method="wB97M-V/def2-TZVPD" orbital_gap_ha=0.401 homo_ev=-9.9 smiles="CC(=O)[C@H]1CN1" multiplicity=1 lumo_ev=0.9956
C 1.966577 -0.258644 0.460533 0.095 0.722 0.190
C 0.619782 0.239694 0.081862 -0.479 0.835 0.118
O 0.546667 1.463212 0.146490 -1.172 -0.090 -0.245
C -0.538856 -0.532164 -0.409571 0.098 -0.217 0.084
C -1.841704 -0.023188 0.110226 -0.323 -0.056 0.208
N -1.476401 0.190676 -1.269188 -0.062 0.078 -0.128
H 2.278137 0.817548 0.283108 2.098 -1.854 -0.229
H 2.326119 -1.195978 -0.009922 0.118 1.032 -0.086
H 2.088522 -0.338618 1.541211 -0.400 -0.304 0.111
H -0.409355 -1.586653 -0.632047 0.001 0.133 0.065
H -1.792031 0.820674 0.796555 0.027 -0.185 -0.142
H -2.633801 -0.742139 0.286741 0.006 0.074 -0.065
H -1.133650 1.145578 -1.385997 -0.006 -0.168 0.119